C5H15NO | the ωB97M-V functional and the def2-TZVPD basis

The geometry in XYZ format:
```
22
Properties=species:S:1:pos:R:3:mulliken_charge:R:1
O 0.615 2.083 -2.290 -0.629
H -0.058 -1.325 -1.705 0.380
H 1.362 1.619 -1.961 0.318
H -2.464 -0.354 -1.127 0.349
C -0.518 0.212 0.013 0.507
H 0.966 0.990 1.375 0.209
C -0.087 0.448 1.474 -0.717
H -0.806 -1.521 1.950 0.169
C -1.985 -0.150 -0.110 -1.511
H -0.207 -1.877 -0.062 0.235
H 2.275 -0.094 -0.571 0.256
H -0.076 -0.537 3.230 0.225
H 2.322 -1.789 -0.891 0.397
H -2.318 -1.012 0.495 0.286
H -2.539 0.722 0.319 0.381
H -0.760 1.328 1.966 0.340
H 0.091 1.477 -2.627 0.307
C 0.234 -0.978 -0.631 -0.464
N -0.133 -0.746 2.248 -0.396
C 1.786 -1.021 -0.388 -1.320
H 1.901 -1.289 0.642 0.358
H -0.266 1.152 -0.603 0.321
```

Properties
- Orbital gap: 9.78 eV
- Net charge: 0
- SMILES: CC[C@@H](C)CN.O
- Energy: -8964.346 eV
- Highest occupied orbital energy: -8.8 eV
- F_max: 6.62 eV Å⁻¹
- LUMO energy: 0.936 eV



C5H15NO | the ωB97M-V functional and the def2-TZVPD basis

The geometry in XYZ format:
```
22
Properties=species:S:1:pos:R:3:mulliken_charge:R:1
O 1.687 -4.306 5.239 -0.635
C -1.211 1.304 -2.564 -1.341
H -1.885 0.406 -0.773 0.372
H 0.249 -0.640 1.204 0.369
H -0.116 -1.956 0.196 0.391
C -0.380 -0.955 0.417 -1.052
H -1.519 -0.929 0.704 0.285
H 1.881 -0.744 -1.054 0.420
H 1.470 -3.887 4.363 0.324
H 1.791 0.532 0.049 0.339
H 1.483 0.717 -1.775 0.367
H -1.621 0.383 -3.062 0.338
H -1.927 2.098 -2.582 0.370
C -0.562 2.162 -0.215 -1.277
H 2.101 -3.619 5.710 0.311
H 0.319 2.421 -0.683 0.421
C -0.928 0.890 -1.083 0.109
H -0.312 1.717 0.741 0.283
C 1.367 0.144 -0.893 -1.104
H -0.302 1.734 -2.930 0.338
N -0.088 -0.243 -0.828 -0.050
H -1.497 2.771 -0.178 0.421
```

Properties
- Orbital gap: 8.94 eV
- Net charge: 0
- SMILES: CC(C)N(C)C.O
- Energy: -8964.130 eV
- Highest occupied orbital energy: -8.3 eV
- F_max: 4.35 eV Å⁻¹
- LUMO energy: 0.611 eV



C5H15NO2 | the ωB97M-V functional and the def2-TZVPD basis

The geometry in XYZ format:
```
23
Properties=species:S:1:pos:R:3:mulliken_spin:R:1
C 0.023 2.527 -0.412 -0.002
C 1.439 0.532 0.279 -0.281
H 3.289 -1.554 0.043 -0.324
H -1.298 3.197 -2.033 0.011
H 1.281 -5.158 0.138 -0.349
H 2.896 -2.132 1.562 -0.822
H -0.412 3.319 0.224 -0.010
H -0.609 0.886 0.795 0.049
H 0.770 -3.726 0.155 -0.060
H 2.155 1.029 -0.366 -0.046
H -1.899 1.908 -0.968 -0.015
O -4.316 -0.890 -0.568 0.181
N 2.595 -1.573 0.771 0.347
H 0.928 2.966 -0.856 -0.001
C 0.304 1.462 0.634 0.035
H -5.218 -1.226 -0.550 -0.043
H 0.423 1.912 1.641 -0.068
H -0.711 1.543 -2.200 -0.021
C -0.994 2.311 -1.480 0.046
C 1.702 -0.557 1.016 2.065
O 0.460 -4.642 0.183 0.620
H 1.075 -0.716 1.891 -0.246
H -3.886 -1.417 0.104 -0.065
```

Properties
- Orbital gap (alpha / beta): 2.09 / 7.33 eV
- Spin multiplicity: 2
- <S²>: 0.750
- Net charge: -1
- Energy: -11011.233 eV
- Highest occupied orbital energy (alpha / beta): 1.0 / -4.3 eV
- F_max: 2.37 eV Å⁻¹
- LUMO energy (alpha / beta): 3.129 / 3.062 eV



C5H15NO2 | the ωB97M-V functional and the def2-TZVPD basis

The geometry in XYZ format:
```
23
Properties=species:S:1:pos:R:3:mulliken_charge:R:1
H -1.472 -1.117 0.704 0.409
H 0.318 2.836 1.112 0.406
H -2.973 -1.128 1.591 0.276
H 0.269 0.612 2.073 0.315
H -2.722 0.355 -0.878 0.327
O -2.437 -0.941 0.794 -0.615
H 0.255 -0.332 -0.903 0.223
H 1.775 -2.890 -1.221 0.240
C 0.247 0.630 0.973 -0.067
C 0.585 2.349 -0.955 -1.018
H 0.833 3.377 -1.189 0.373
H 0.517 -3.369 0.194 0.243
H 2.437 -3.249 0.335 0.340
H -1.130 2.227 0.482 0.360
O -2.071 0.174 -1.594 -0.700
C 1.534 -2.827 -0.071 -0.769
N 1.431 -1.397 0.410 -0.255
C 0.500 -0.417 0.166 -0.360
H -1.273 0.489 -1.262 0.056
H 0.079 1.843 -1.750 0.375
H 1.617 1.993 -0.835 0.267
C -0.096 2.118 0.395 -0.690
H 1.777 -1.336 1.429 0.264
```

Properties
- Orbital gap: 8.64 eV
- Net charge: 0
- SMILES: CC/C=C/NC.O.O
- Energy: -11010.746 eV
- Highest occupied orbital energy: -7.9 eV
- F_max: 3.94 eV Å⁻¹
- LUMO energy: 0.744 eV



C5H15NO2 | the ωB97M-V functional and the def2-TZVPD basis

The geometry in XYZ format:
```
23
Properties=species:S:1:pos:R:3:mulliken_charge:R:1
C 0.591 -0.827 -0.138 -0.349
H 2.592 0.926 -0.264 0.361
O -0.496 -1.575 2.942 -0.639
C 1.718 -1.557 0.524 -1.428
C -1.307 2.219 -0.269 -0.857
H -2.358 2.029 -0.373 0.296
H 2.084 -0.916 1.351 0.286
H -1.006 -1.052 -2.699 0.294
H 1.248 -2.398 1.015 0.396
H 1.808 2.349 -0.607 0.356
H -0.966 2.175 0.770 0.270
O -1.807 -1.058 -2.180 -0.701
H 2.611 -1.679 -0.118 0.342
H 1.677 1.761 0.994 0.348
H -1.991 -0.146 -1.929 0.355
H -0.022 -0.782 2.650 0.299
H -0.199 -1.452 -0.561 0.522
H 0.282 -2.061 3.250 0.321
C 0.476 0.487 -0.245 0.438
N -0.632 1.054 -0.947 -0.245
C 1.622 1.419 -0.032 -1.351
H -0.473 1.319 -1.909 0.381
H -0.937 3.186 -0.644 0.303
```

Properties
- Orbital gap: 9.43 eV
- Net charge: 0
- SMILES: C/C=C(\C)NC.O.O
- Energy: -11011.593 eV
- Highest occupied orbital energy: -8.8 eV
- F_max: 2.49 eV Å⁻¹
- LUMO energy: 0.632 eV



C5H15NO2 | the ωB97M-V functional and the def2-TZVPD basis

The geometry in XYZ format:
```
23
Properties=species:S:1:pos:R:3:mulliken_charge:R:1
C 0.358 1.679 0.375 -0.758
H 1.849 2.996 0.448 0.308
H -2.038 0.637 -0.272 0.315
H 1.194 -1.905 -0.280 0.372
C 0.117 -1.932 -0.514 -1.146
C -1.737 -0.422 -0.362 -1.120
O 1.689 2.132 0.071 -0.547
H -0.746 0.481 2.478 0.351
H -2.080 -0.743 -1.339 0.324
H -2.223 -0.907 0.472 0.339
C 0.468 0.194 0.709 0.315
H 1.496 -0.122 0.567 0.418
H 0.815 0.604 -2.108 0.290
H 0.855 -0.293 2.831 0.361
H -0.323 1.945 -0.440 0.282
H 0.736 -0.225 -3.379 0.287
H -0.002 2.232 1.246 0.463
O 0.393 0.556 -2.959 -0.624
H -0.232 -2.722 0.142 0.343
H 0.052 -2.230 -1.567 0.297
C 0.026 -0.209 2.121 -1.469
N -0.276 -0.532 -0.352 0.283
H -0.389 -1.213 2.112 0.316
```

Properties
- Orbital gap: 9.26 eV
- Net charge: 0
- SMILES: C[C@H](CO)N(C)C.O
- Energy: -11012.154 eV
- Highest occupied orbital energy: -8.4 eV
- F_max: 2.38 eV Å⁻¹
- LUMO energy: 0.854 eV



C5H15NO2 | the ωB97M-V functional and the def2-TZVPD basis

The geometry in XYZ format:
```
23
Properties=species:S:1:pos:R:3:mulliken_spin:R:1
H -0.167 -3.279 0.076 0.000
H -0.656 2.047 1.375 -0.005
H 0.637 3.181 1.889 0.003
H -1.324 -1.423 -0.248 0.004
O -3.246 0.321 0.060 0.009
H 1.745 -1.055 0.142 0.048
C 1.177 1.527 0.581 0.012
H 1.428 0.890 1.459 0.000
H 1.612 -2.072 -1.821 0.006
H -3.053 -0.590 -0.104 -0.002
H -2.373 0.725 0.109 -0.001
N 0.498 0.627 -0.358 0.698
O -0.399 -2.756 0.866 0.045
H 0.665 0.889 -1.336 -0.007
C 0.783 -1.379 -1.687 0.017
C -0.508 -1.433 0.489 0.095
H -0.222 -1.784 -1.841 -0.001
H -0.718 -0.787 1.356 -0.006
H 0.905 -0.634 -2.473 0.001
H 2.226 1.847 0.456 0.033
H 0.031 3.284 0.195 0.000
C 0.759 -0.782 -0.227 -0.003
C 0.201 2.635 1.042 0.055
```

Properties
- Orbital gap (alpha / beta): 11.95 / 6.26 eV
- Spin multiplicity: 2
- <S²>: 0.755
- Net charge: +1
- Energy: -11003.024 eV
- Highest occupied orbital energy (alpha / beta): -15.0 / -15.0 eV
- F_max: 4.43 eV Å⁻¹
- LUMO energy (alpha / beta): -3.050 / -8.727 eV



C5H15NO2 | the ωB97M-V functional and the def2-TZVPD basis

The geometry in XYZ format:
```
23
Properties=species:S:1:pos:R:3:mulliken_spin:R:1
H 1.835 -4.940 0.453 0.000
H -0.977 1.155 -2.030 0.010
H -1.518 -0.364 1.230 -0.003
O -0.147 -1.456 2.222 0.042
C -0.982 3.118 -0.992 0.007
H -1.724 1.069 -0.556 0.001
H 0.763 -1.921 -1.065 -0.024
H 0.815 1.728 0.312 0.002
H -0.978 -1.597 -0.812 -0.015
H -0.158 -1.350 3.173 0.000
H -1.518 3.481 -1.862 0.004
C -0.472 -0.280 1.571 0.080
H 0.047 3.467 -0.950 0.000
C -0.881 1.577 -1.021 0.012
O 2.282 -4.143 0.135 0.002
C 0.445 1.057 -0.477 0.155
H 1.374 -0.638 0.532 0.012
H -1.469 3.510 -0.102 -0.001
N 0.006 -1.364 -0.710 0.757
H 1.285 1.096 -1.174 -0.011
H -0.104 0.612 2.076 -0.001
C 0.367 -0.352 0.202 -0.029
H 1.709 -3.464 -0.156 0.002
```

Properties
- Orbital gap (alpha / beta): 11.51 / 6.59 eV
- Spin multiplicity: 2
- <S²>: 0.755
- Net charge: +1
- Energy: -11003.768 eV
- Highest occupied orbital energy (alpha / beta): -14.8 / -14.8 eV
- F_max: 2.42 eV Å⁻¹
- LUMO energy (alpha / beta): -3.318 / -8.239 eV



C5H15NO2P | the ωB97M-V functional and the def2-TZVPD basis

The geometry in XYZ format:
```
24
Properties=species:S:1:pos:R:3:mulliken_charge:R:1
H -3.408 -0.248 -0.101 0.314
P 1.490 -0.144 -0.360 0.746
C 1.753 1.646 -0.519 -1.070
H 3.627 -0.524 0.684 0.387
C -1.339 0.561 -1.228 -1.498
H 1.552 2.332 0.178 0.474
C 2.552 -0.766 1.022 -1.096
H -1.729 1.553 -1.524 0.378
O -0.682 -1.968 0.562 -0.666
O 1.274 -0.906 -1.600 -0.673
H 1.198 2.034 -1.348 0.419
H 2.456 -1.852 0.931 0.345
H -0.194 -0.459 1.729 0.728
H -0.358 -2.366 -0.272 0.375
H -1.888 -0.018 -1.905 0.511
H -2.258 -1.329 0.581 0.365
C -1.425 0.374 0.240 0.037
C -0.392 -0.564 0.738 -0.528
H -3.024 -0.036 1.438 0.363
H 2.860 1.566 -0.803 0.337
H -1.388 1.341 0.632 0.350
N -2.643 -0.393 0.542 -0.162
H -0.325 0.517 -1.562 0.171
H 2.290 -0.353 1.946 0.392
```

Properties
- Orbital gap: 9.84 eV
- Net charge: +1
- SMILES: C[C@@H]([NH3+])[C@@H](O)P(C)(C)=O
- Energy: -20294.515 eV
- Highest occupied orbital energy: -13.1 eV
- F_max: 5.34 eV Å⁻¹
- LUMO energy: -3.211 eV



C5H15NO2Rb | the ωB97M-V functional and the def2-TZVPD basis

The geometry in XYZ format:
```
24
Properties=species:S:1:pos:R:3:mulliken_charge:R:1
H 12.345 2.401 1.514 0.217
O 10.372 2.273 -0.205 -0.286
H 8.449 2.978 -0.626 0.312
H 12.667 3.216 -2.502 0.344
C 11.086 3.482 -0.326 -0.832
Rb 12.019 -2.142 1.724 0.981
H 8.398 1.545 0.327 0.256
H 11.093 0.820 5.843 0.308
H 14.013 2.339 -1.828 0.361
C 12.604 3.198 -0.331 0.310
H 13.115 4.148 -0.173 0.355
H 10.937 4.098 0.560 0.392
N 13.056 2.291 0.806 -0.624
H 10.858 4.107 -1.189 0.423
H 10.282 2.226 7.279 0.249
H 9.579 3.078 5.779 0.226
H 11.291 2.869 6.029 0.257
H 8.949 2.930 1.123 0.317
H 12.381 1.630 -1.894 0.263
O 10.321 1.257 5.477 -0.472
C 12.950 2.538 -1.697 -1.268
C 8.995 2.440 0.150 -0.781
C 10.321 2.402 6.204 -0.568
H 13.978 2.606 1.073 0.260
```

Properties
- Orbital gap: 7.90 eV
- Net charge: +1
- Energy: -11661.630 eV
- Highest occupied orbital energy: -12.0 eV
- F_max: 2.77 eV Å⁻¹
- LUMO energy: -4.098 eV



Calculated energy relative to the best compared isomer or geometry (same formula, charge and spin) in order - 194.2 215.0 120.6 308.8 227.1 172.9 276.4 204.6 66.5 100.6 kJ/mol